The following is a DFT calculation (ωB97M-V/def2-TZVPD) of 2 unconnected molecules or ions with the total composition C4H11O2S in a non-equilibrium geometry.

```
18
Properties=species:S:1:pos:R:3:forces:R:3:nbo_charge:R:1
C 0.525 -0.758 -1.499 -0.35 -1.63 5.33 -0.08
O -0.052 -2.034 -1.764 0.05 -1.67 0.90 -0.75
C -0.587 0.050 -0.741 1.56 0.63 -0.84 -0.38
C -0.039 1.418 -0.204 -0.55 0.29 -2.70 -0.43
C 0.757 1.349 1.081 0.79 2.41 1.78 -0.55
S 2.532 0.959 0.814 0.06 -0.18 0.00 -0.71
H 0.715 -0.272 -2.393 1.00 0.77 -1.60 0.17
H 1.392 -0.968 -0.728 -1.03 1.23 -2.09 0.21
H -1.232 0.310 -1.575 -0.88 -0.15 0.20 0.19
H -1.115 -0.647 -0.035 0.61 1.01 -1.24 0.13
H 0.570 1.863 -1.108 -0.21 -1.14 1.79 0.20
H -0.870 2.149 -0.364 0.05 -0.36 1.45 0.19
H 0.395 0.608 1.833 -0.29 0.64 -0.76 0.19
H 0.761 2.424 1.651 -0.40 -2.37 -1.30 0.18
H -1.361 -0.881 1.266 1.13 0.20 0.08 0.48
H -0.859 -1.724 2.575 1.38 0.04 -0.18 0.48
H 0.019 -2.509 -0.884 -0.27 0.69 -1.80 0.46
O -1.550 -1.336 2.073 -2.64 -0.42 0.96 -0.97
```
Forces are in eV/Å.

Its charge is -1. The energy above the lowest of the compared OMol25 structures with the same formula, charge and spin is 163.1 kJ/mol.

The following is a DFT calculation (ωB97M-V/def2-TZVPD) of a gas-phase ion, C3H5N4O (charge -1) in a non-equilibrium geometry.

```
13
Properties=species:S:1:pos:R:3:forces:R:3:nbo_charge:R:1
C -2.101 0.520 -0.109 1.24 2.39 0.44 0.59
C 1.257 0.143 -0.680 4.32 -2.82 1.00 -0.61
C 1.087 -0.102 0.804 0.17 -2.67 0.40 -0.23
N -1.096 0.756 0.655 2.49 -0.75 1.51 -0.39
N -1.960 -0.872 -0.664 -0.14 -2.61 0.09 -0.21
N -1.185 -1.638 -0.205 -0.13 2.02 0.05 -0.08
N -0.304 -0.196 1.150 -2.34 -0.97 0.01 -0.29
O -2.926 1.349 -0.444 -1.85 -0.52 -1.13 -0.70
H 1.039 1.087 -0.907 -1.04 3.92 -0.97 0.20
H 2.383 0.004 -0.924 -1.57 0.18 0.11 0.17
H 0.700 -0.508 -1.312 -0.45 -0.66 -0.14 0.22
H 1.554 -1.157 1.144 -0.96 2.18 -0.89 0.17
H 1.551 0.615 1.492 0.25 0.31 -0.46 0.18
```
Forces are in eV/Å.

Its charge is -1. The energy above the lowest of the compared OMol25 structures with the same formula, charge and spin is 180.2 kJ/mol. As for the structure (SMILES): CC/N=N/C(=O)N=[N-].

The following is a DFT calculation (ωB97M-V/def2-TZVPD) of a molecular structure, C31H41Cl2N9O4RhSSe in a non-equilibrium geometry.

```
90
Properties=species:S:1:pos:R:3:forces:R:3:lowdin_spin:R:1
Rh 0.056 -2.322 0.119 0.08 0.23 1.26 0.85
N 1.799 1.319 2.202 -0.06 0.24 -0.66 0.00
C 1.777 -0.163 2.025 0.18 -0.44 0.15 0.01
C 1.385 -0.871 3.315 -0.13 -0.04 -0.15 0.00
C 1.257 -2.380 3.078 0.30 0.13 0.12 0.00
N 0.091 -2.699 2.216 -0.06 -0.11 -0.13 0.00
C 2.538 -2.953 2.474 -0.16 -0.01 -0.19 0.00
C 3.046 -2.187 1.251 0.07 0.17 0.40 0.00
N 2.191 -2.460 0.069 -0.13 0.05 -0.22 0.00
C 3.127 -0.679 1.538 -0.19 -0.02 -0.22 0.00
H 1.003 1.623 2.762 -0.03 0.06 0.01 0.00
H 1.738 1.843 1.258 0.21 -0.13 0.28 0.00
H 2.651 1.614 2.680 0.00 0.12 0.01 0.00
H 1.020 -0.369 1.271 -0.06 0.32 -0.06 0.01
H 0.441 -0.472 3.703 0.01 -0.01 0.04 0.00
H 2.153 -0.716 4.077 -0.05 0.03 0.06 0.00
H 1.106 -2.855 4.050 -0.07 -0.02 -0.03 0.00
H -0.755 -2.362 2.671 -0.05 0.01 -0.03 0.00
H 0.002 -3.717 2.180 -0.04 0.04 0.10 0.00
H 2.378 -4.002 2.208 0.06 -0.02 0.05 0.00
H 3.316 -2.934 3.238 0.01 -0.02 0.00 0.00
H 4.055 -2.543 1.037 -0.02 0.03 -0.09 0.00
H 2.301 -3.445 -0.170 0.04 0.01 0.04 0.00
H 2.560 -1.943 -0.726 0.08 0.01 -0.03 0.00
H 3.452 -0.135 0.645 0.01 -0.02 0.01 0.00
H 3.884 -0.527 2.312 0.04 0.03 -0.03 0.00
Se -0.956 -3.363 -2.903 0.56 1.40 -0.30 0.25
N 0.013 -2.098 -1.883 -0.12 -0.48 -1.16 0.16
C 0.849 -1.516 -2.728 -0.51 -0.27 -0.09 0.11
C 1.759 -0.471 -2.426 0.81 0.67 -0.22 0.06
C 2.565 0.024 -3.420 -0.43 -0.14 1.18 0.04
C 2.519 -0.487 -4.737 -0.47 -0.69 -0.81 0.15
C 1.639 -1.490 -5.085 0.45 0.48 -0.13 -0.04
C 0.784 -2.010 -4.105 0.46 0.11 0.18 0.13
N -0.107 -2.970 -4.351 -0.93 -0.50 0.25 -0.06
H 1.763 -0.017 -1.444 -0.01 -0.04 -0.03 0.00
H 3.246 0.830 -3.182 0.01 0.02 -0.04 0.00
H 3.175 -0.080 -5.495 0.03 0.01 0.03 0.01
H 1.588 -1.882 -6.091 -0.01 0.01 0.02 0.00
N -7.118 -2.075 0.817 -0.08 0.07 0.01 0.00
C -6.300 -2.891 0.125 0.00 -0.05 -0.03 0.00
O -6.676 -3.779 -0.605 0.04 0.03 0.02 0.00
C -4.803 -2.655 0.248 0.10 0.13 0.00 0.00
C -4.191 -1.493 0.703 -0.08 -0.21 -0.03 0.00
C -2.810 -1.395 0.673 -0.05 0.16 0.11 0.00
N -2.023 -2.381 0.230 -0.01 -0.25 -0.11 0.00
C -2.615 -3.521 -0.171 -0.26 -0.08 0.05 0.00
C -3.983 -3.686 -0.192 0.08 -0.07 -0.01 0.00
H -8.109 -2.251 0.749 -0.02 -0.01 -0.01 0.00
H -6.810 -1.424 1.514 0.06 -0.04 0.02 0.00
H -4.769 -0.654 1.067 0.04 0.03 -0.01 0.00
H -2.314 -0.495 1.006 0.09 0.04 -0.09 0.00
H -1.969 -4.343 -0.456 -0.08 0.08 0.09 0.00
H -4.428 -4.605 -0.550 -0.01 0.01 0.01 0.00
C -1.586 3.858 2.737 -0.13 0.01 -0.03 0.00
C -2.936 3.987 2.035 0.22 -0.01 -0.12 0.00
C -2.812 4.089 0.510 -0.09 -0.03 0.23 0.00
N -2.227 2.874 -0.066 -0.10 0.25 0.16 0.02
C -0.941 2.606 -0.297 0.35 0.21 -0.23 0.03
S -0.439 1.001 -0.489 -0.04 -0.03 0.16 0.04
N -0.125 3.690 -0.465 -0.05 -0.27 0.14 0.03
C 1.287 3.764 -0.565 0.14 0.12 -0.04 0.22
O 2.045 2.873 -0.092 -0.37 -0.06 0.17 0.24
C 1.823 4.951 -1.174 -0.77 -0.78 0.36 0.36
C 1.050 6.087 -1.553 0.07 0.71 -0.34 0.11
C 1.669 7.171 -2.100 -0.86 -0.53 0.36 0.22
C 3.094 7.194 -2.302 0.73 0.38 -0.25 0.43
C 3.867 6.080 -1.953 -0.21 -0.43 0.25 0.03
C 3.267 4.987 -1.399 1.06 0.28 -0.27 0.27
H -1.726 3.665 3.800 0.04 0.04 0.00 0.00
H -1.000 4.772 2.631 0.04 -0.02 0.00 0.00
H -1.012 3.027 2.313 0.02 -0.03 0.02 0.00
H -3.451 4.880 2.392 -0.06 -0.03 0.00 0.00
H -3.568 3.131 2.285 -0.05 0.03 -0.03 0.00
H -2.213 4.960 0.247 -0.08 0.02 -0.04 0.00
H -3.797 4.216 0.064 0.04 0.09 -0.07 0.00
H -2.826 2.065 -0.061 0.06 -0.11 -0.03 0.00
H -0.607 4.547 -0.679 -0.01 0.04 0.08 0.00
H -0.020 6.138 -1.414 -0.02 -0.02 -0.03 0.00
H 1.075 8.030 -2.387 0.07 0.03 -0.01 0.01
H 3.562 8.077 -2.715 -0.06 -0.01 -0.01 0.02
H 4.935 6.088 -2.118 0.00 0.03 0.00 -0.01
H 3.849 4.117 -1.131 -0.09 0.01 0.05 0.01
Cl 1.248 -7.352 0.625 0.02 -0.01 -0.08 0.00
C 0.239 -6.827 -0.704 0.09 0.69 -0.14 0.02
Cl -1.478 -7.189 -0.431 0.00 -0.03 -0.08 0.01
C 0.260 -5.276 -0.864 0.05 -1.00 2.73 0.02
O 0.136 -4.856 -2.039 0.39 -0.28 -1.20 0.15
O 0.317 -4.602 0.192 -0.09 -0.15 -1.33 0.09
H 0.554 -7.305 -1.625 -0.02 -0.10 0.00 0.00
```
Forces are in eV/Å.

Its charge is +3. The energy above the lowest of the compared OMol25 structures with the same formula, charge and spin is 306.0 kJ/mol. Its spin multiplicity is 5.

The following is a DFT calculation (ωB97M-V/def2-TZVPD) of a gas-phase ion, C3H8N (charge +1) in a non-equilibrium geometry.

```
12
Properties=species:S:1:pos:R:3:forces:R:3:nbo_charge:R:1
C -0.802 0.937 0.828 0.62 -0.13 -0.56 -0.66
C 0.094 -0.045 0.107 0.15 1.17 1.61 0.12
C 0.957 -0.838 0.721 0.40 0.12 -1.24 -0.33
N -0.077 -0.118 -1.345 -0.83 -1.70 -1.44 -0.69
H -0.386 1.047 1.825 -0.51 -0.37 0.30 0.26
H -1.820 0.558 0.777 -0.20 0.26 0.46 0.24
H -0.761 1.964 0.455 -0.06 -0.19 -0.50 0.24
H 1.628 -1.461 0.144 -0.05 -0.28 0.05 0.21
H 1.119 -0.821 1.783 -0.22 0.09 0.20 0.25
H -1.000 -0.538 -1.554 0.04 0.35 0.23 0.44
H -0.041 0.707 -1.951 0.27 0.48 0.68 0.46
H 0.541 -0.816 -1.772 0.39 0.20 0.22 0.45
```
Forces are in eV/Å.

Its charge is +1. The energy above the lowest of the compared OMol25 structures with the same formula, charge and spin is 19.4 kJ/mol. As for the structure (SMILES): C=C(C)[NH3+].

The following is a DFT calculation (ωB97M-V/def2-TZVPD) of 2 unconnected molecules or ions with the total composition C7H9BrN2O3S in a non-equilibrium geometry.

```
23
Properties=species:S:1:pos:R:3:forces:R:3:nbo_charge:R:1
C 0.134 2.598 -0.385 -0.28 -0.84 -0.09 -0.23
C 0.414 1.177 -0.300 1.27 0.84 -0.03 -0.21
C -2.230 0.756 -3.244 -0.73 0.51 -0.20 0.11
C 0.122 -1.677 1.146 -3.86 -0.20 -1.84 0.72
C 1.042 3.441 0.070 -0.29 -0.25 -0.55 -0.33
C -0.542 0.301 -0.257 -2.64 -1.92 0.84 0.01
C -0.672 -2.871 1.640 -1.12 0.71 0.00 -0.73
N -1.678 -0.223 -3.063 0.53 -0.66 0.03 -0.36
N -0.585 -1.058 0.028 1.84 -0.49 0.69 -0.70
O 1.042 -1.180 1.664 2.33 0.95 1.03 -0.54
O -2.928 1.824 -0.846 1.05 -0.97 0.68 -0.93
O -2.265 1.470 1.465 0.32 -0.06 1.20 -0.89
S -2.274 0.968 0.143 -0.20 2.06 -2.06 1.96
Br -3.430 -0.841 0.119 -1.57 -0.94 0.09 -0.13
H -0.865 2.762 -0.802 0.49 0.99 0.39 0.23
H 1.441 0.874 -0.136 0.05 -0.29 -0.29 0.25
H -2.847 1.620 -3.371 0.21 0.01 -0.04 0.25
H 2.011 3.086 0.332 0.50 -0.28 0.42 0.19
H 0.882 4.472 0.134 -0.24 1.43 -0.03 0.20
H -1.371 -2.531 2.415 0.03 0.63 -0.20 0.25
H -1.351 -3.309 0.894 0.73 -0.21 0.10 0.22
H -0.098 -3.538 2.221 1.01 -1.15 -0.03 0.24
H -1.380 -1.575 -0.325 0.58 0.13 -0.11 0.42
```
Forces are in eV/Å.

The energy above the lowest of the compared OMol25 structures with the same formula, charge and spin is 154.2 kJ/mol. As for the structure (SMILES): C=C/C=C(/NC(C)=O)S(=O)(=O)Br.C#N.

The following is a DFT calculation (ωB97M-V/def2-TZVPD) of 4 unconnected molecules or ions with the total composition H8O4 in a non-equilibrium geometry.

```
12
Properties=species:S:1:pos:R:3:forces:R:3:nbo_charge:R:1
O -0.194 -0.004 -2.057 -0.89 -0.11 4.66 -0.99
H -0.394 -0.649 -2.702 -0.47 -1.22 -0.92 0.49
H -0.508 -0.401 -1.092 1.09 1.00 -3.85 0.51
H 0.660 -1.779 0.674 0.75 0.15 -0.03 0.46
O -0.263 -1.875 0.862 0.22 -3.06 -1.46 -0.96
H -0.557 -1.077 1.196 -0.94 2.85 1.40 0.49
O -0.977 0.702 1.435 0.46 1.23 0.51 -0.98
H -0.880 1.313 2.201 -0.28 -0.79 -0.70 0.48
H -0.272 1.025 0.834 -0.14 -0.26 0.36 0.50
O 1.302 1.121 -0.201 -1.73 0.95 0.46 -0.99
H 2.172 0.833 -0.370 1.42 -0.50 -0.42 0.48
H 0.831 1.183 -1.050 0.52 -0.25 0.00 0.51
```
Forces are in eV/Å.

The energy above the lowest of the compared OMol25 structures with the same formula, charge and spin is 95.9 kJ/mol. As for the structure (SMILES): O.O.O.O.

Number 1: total energy -19255.7527 eV. Number 2: total energy -11197.6801 eV. Number 3: total energy -158622.6263 eV. Number 4: total energy -4723.2255 eV. Number 5: total energy -97402.1409 eV. Number 6: total energy -8319.6816 eV.